ORCA calculation (the ωB97M-V functional and the def2-TZVPD basis) on a cluster of 4 separate species, C21H42BrINO3 in total.

Last column: natural (NBO) charge in e.
Atoms and positions in Å:
C (0.340, -2.811, -2.068)  -0.664
C (1.910, -2.706, -2.151)  0.276
C (2.635, -3.933, -2.489)  -0.206
C (4.092, -3.904, -2.558)  -0.103
C (4.778, -2.620, -2.291)  -0.003
C (6.356, -2.594, -2.411)  -0.429
C (6.654, -2.375, -3.974)  -0.434
C (6.837, -3.764, -4.748)  -0.507
I (5.109, -4.181, -6.038)  0.070
C (3.991, -1.434, -1.970)  0.036
N (2.602, -1.534, -1.924)  -0.378
Br (1.676, 0.043, -1.539)  0.361
H (-0.111, -2.775, -3.095)  0.262
H (0.150, -3.859, -1.691)  0.266
H (-0.082, -2.056, -1.360)  0.255
H (2.064, -4.865, -2.693)  0.264
H (4.725, -4.790, -2.818)  0.257
H (6.724, -3.598, -2.066)  0.234
H (6.775, -1.753, -1.788)  0.242
H (5.754, -1.880, -4.439)  0.224
H (7.553, -1.736, -4.159)  0.241
H (7.724, -3.664, -5.424)  0.248
H (6.900, -4.640, -4.059)  0.218
H (4.550, -0.491, -1.790)  0.263
C (-1.980, 0.682, -1.003)  -0.649
C (-2.415, 2.114, -0.745)  -0.065
O (-3.315, 2.246, 0.341)  -0.529
C (-2.839, 1.815, 1.608)  -0.065
C (-1.605, 2.561, 2.082)  -0.644
H (-2.848, 0.045, -1.186)  0.223
H (-1.322, 0.636, -1.876)  0.199
H (-1.438, 0.260, -0.153)  0.195
H (-2.939, 2.489, -1.625)  0.196
H (-1.548, 2.770, -0.600)  0.158
H (-2.669, 0.733, 1.601)  0.153
H (-3.652, 1.992, 2.316)  0.196
H (-0.754, 2.408, 1.414)  0.191
H (-1.312, 2.219, 3.077)  0.220
H (-1.798, 3.635, 2.123)  0.221
C (-3.107, 9.587, 2.219)  -0.645
C (-2.407, 8.602, 1.300)  -0.064
O (-2.019, 7.397, 1.945)  -0.540
C (-3.066, 6.626, 2.514)  -0.062
C (-4.102, 6.166, 1.503)  -0.647
H (-2.470, 9.833, 3.072)  0.214
H (-3.342, 10.507, 1.681)  0.219
H (-4.041, 9.184, 2.614)  0.204
H (-1.488, 9.058, 0.926)  0.187
H (-3.021, 8.379, 0.420)  0.159
H (-3.533, 7.171, 3.340)  0.163
H (-2.593, 5.745, 2.958)  0.178
H (-4.617, 7.008, 1.036)  0.206
H (-4.856, 5.542, 1.988)  0.217
H (-3.629, 5.589, 0.705)  0.211
C (-1.340, -3.493, 3.349)  -0.646
C (-1.685, -3.818, 1.907)  -0.063
O (-0.684, -4.574, 1.236)  -0.556
C (-0.378, -5.846, 1.794)  -0.064
C (-1.563, -6.794, 1.837)  -0.646
H (-0.393, -2.950, 3.403)  0.209
H (-2.123, -2.878, 3.797)  0.223
H (-1.235, -4.393, 3.956)  0.210
H (-1.789, -2.885, 1.348)  0.177
H (-2.652, -4.327, 1.837)  0.169
H (0.069, -5.727, 2.785)  0.166
H (0.397, -6.281, 1.158)  0.180
H (-2.366, -6.413, 2.471)  0.209
H (-1.259, -7.765, 2.232)  0.224
H (-1.977, -6.936, 0.836)  0.212

Molar mass ... 563.38 g mol⁻¹
Total charge ... +1
Kohn-Sham gap ... 6.62 eV
E_LUMO ... -4.26 eV
F_max ... 0.0657 hartree/bohr
Calculated total energy ... -108224.1400 eV

ORCA calculation (the ωB97M-V functional and the def2-TZVPD basis) on an isolated molecule of C6H11N.

Last column: natural (NBO) charge in e.
Atoms and positions in Å:
C (-1.955, 0.463, -0.599)  -0.520
C (-1.348, -0.826, -0.111)  -0.434
C (0.174, -0.876, -0.348)  -0.396
C (0.993, -0.005, 0.604)  -0.318
C (2.470, 0.069, 0.213)  -0.590
C (0.442, 1.395, 0.754)  0.279
N (-0.617, 1.841, 0.366)  -0.561
H (-1.544, 2.084, 0.028)  0.486
H (-1.869, 0.605, -1.681)  0.184
H (-2.984, 0.627, -0.259)  0.192
H (-1.554, -0.959, 0.961)  0.197
H (-1.805, -1.693, -0.613)  0.206
H (0.529, -1.909, -0.242)  0.213
H (0.385, -0.576, -1.384)  0.199
H (0.933, -0.429, 1.618)  0.229
H (2.907, -0.935, 0.173)  0.208
H (2.588, 0.527, -0.775)  0.207
H (3.034, 0.669, 0.934)  0.221

Energy above the lowest of the compared OMol25 structures with the same formula, charge and spin ... 448.80 kJ/mol
Molar mass ... 97.16 g mol⁻¹
Kohn-Sham gap (alpha / beta) ... 7.77 / 7.91 eV
E_LUMO (alpha / beta) ... 1.05 / 0.97 eV
F_max ... 0.0136 hartree/bohr
Calculated total energy ... -7885.8799 eV

ORCA calculation (the ωB97M-V functional and the def2-TZVPD basis) on a cluster of 3 separate species, C22H45N2O3 in total.

Last column: Löwdin spin population.
Atoms and positions in Å:
C (-2.909, -0.149, 0.648)  0.103
C (-3.675, 1.084, 0.948)  0.641
C (-5.016, 1.325, 0.325)  0.092
C (-6.207, 0.823, 1.154)  0.037
O (-6.599, -0.487, 0.729)  0.005
H (-2.493, -0.098, -0.371)  0.039
H (-3.523, -1.051, 0.670)  0.008
H (-2.057, -0.331, 1.307)  0.005
H (-3.085, 1.979, 1.134)  0.040
H (-5.155, 2.389, 0.115)  0.004
H (-5.080, 0.788, -0.630)  0.014
H (-7.067, 1.491, 1.048)  0.003
H (-5.930, 0.802, 2.211)  0.007
H (-6.580, -1.075, 1.484)  0.000
C (0.484, -5.274, 2.643)  0.000
C (-0.502, -4.268, 2.019)  0.000
C (-1.268, -4.917, 0.855)  0.000
C (-0.399, -5.111, -0.384)  0.000
C (0.260, -3.793, -0.778)  0.000
C (1.025, -3.142, 0.387)  0.000
N (0.178, -3.009, 1.607)  0.000
O (-0.830, -2.071, 1.292)  0.001
C (2.330, -3.900, 0.664)  0.000
C (1.412, -1.721, -0.017)  0.000
C (-1.502, -3.887, 3.114)  0.000
H (-0.032, -5.867, 3.403)  0.000
H (0.905, -5.974, 1.921)  0.000
H (1.302, -4.734, 3.123)  0.000
H (-2.099, -4.253, 0.603)  0.000
H (-1.688, -5.875, 1.187)  0.000
H (0.360, -5.883, -0.208)  0.000
H (-1.017, -5.477, -1.212)  0.000
H (0.943, -3.937, -1.624)  0.000
H (-0.516, -3.090, -1.088)  0.000
H (2.801, -3.496, 1.563)  0.000
H (3.010, -3.758, -0.181)  0.000
H (2.196, -4.971, 0.800)  0.000
H (0.530, -1.165, -0.319)  0.000
H (2.137, -1.742, -0.839)  0.000
H (1.864, -1.209, 0.838)  0.000
H (-0.973, -3.404, 3.940)  0.000
H (-2.001, -4.789, 3.487)  0.000
H (-2.222, -3.179, 2.713)  0.000
C (0.305, 4.522, -0.466)  0.003
C (1.131, 3.229, -0.508)  0.024
C (2.397, 3.334, 0.356)  0.017
C (3.455, 4.265, -0.229)  0.001
C (3.812, 3.877, -1.661)  0.017
C (2.588, 3.787, -2.586)  0.025
N (1.587, 2.892, -1.905)  0.385
O (1.814, 1.650, -2.088)  0.517
C (2.022, 5.170, -2.905)  0.003
C (2.971, 3.126, -3.907)  -0.001
C (0.247, 2.093, -0.001)  -0.001
H (-0.394, 4.452, 0.367)  0.000
H (0.906, 5.417, -0.312)  0.000
H (-0.277, 4.646, -1.379)  0.002
H (2.811, 2.327, 0.459)  0.002
H (2.102, 3.666, 1.355)  0.002
H (3.119, 5.305, -0.189)  0.000
H (4.355, 4.214, 0.388)  0.001
H (4.519, 4.592, -2.092)  0.002
H (4.298, 2.897, -1.659)  0.002
H (1.072, 5.083, -3.433)  0.001
H (2.731, 5.679, -3.560)  0.000
H (1.875, 5.796, -2.031)  0.000
H (3.445, 2.163, -3.745)  -0.001
H (3.658, 3.786, -4.440)  0.000
H (2.085, 2.968, -4.524)  0.000
H (-0.651, 1.994, -0.614)  0.000
H (-0.056, 2.340, 1.018)  0.000
H (0.761, 1.136, 0.009)  0.000

Expectation value of S² ... 2.01
Molar mass ... 385.61 g mol⁻¹
Total charge ... -1
Kohn-Sham gap (alpha / beta) ... 4.29 / 4.29 eV
E_LUMO (alpha / beta) ... 2.43 / 2.42 eV
F_max ... 0.0133 hartree/bohr
Calculated total energy ... -32662.1720 eV
Spin multiplicity ... 3

ORCA calculation (the ωB97M-V functional and the def2-TZVPD basis) on an isolated molecule of C20H40BCl2N3O3.

Last column: natural (NBO) charge in e.
Atoms and positions in Å:
C (7.637, -1.841, 0.091)  -0.636
C (7.134, -0.331, 0.602)  -0.406
C (5.491, -0.128, 0.368)  -0.423
C (5.192, 1.465, 0.055)  -0.422
C (4.284, 2.223, 1.189)  -0.407
C (2.671, 1.954, 1.087)  -0.427
C (2.067, 1.894, -0.436)  -0.415
C (0.482, 2.415, -0.544)  -0.413
C (-0.551, 1.432, 0.263)  -0.493
C (-1.350, 0.345, -0.697)  0.324
O (-0.592, -0.099, -1.915)  -0.761
C (-2.038, -0.906, 0.178)  -0.136
C (-2.706, -0.194, 1.518)  -0.453
C (-3.796, -1.122, 2.310)  -0.448
C (-4.731, -0.321, 3.402)  -0.214
N (-5.201, 1.044, 2.947)  -0.879
C (-1.093, -2.063, 0.802)  -0.183
Cl (0.759, -1.790, 0.524)  -0.092
C (-1.375, -3.601, 0.327)  -0.187
C (-1.219, -3.872, -1.292)  -0.658
Cl (-2.959, -4.338, 1.049)  -0.079
C (-3.294, -1.187, -0.799)  0.696
O (-3.977, -2.241, -1.223)  -0.545
N (-3.907, 0.119, -1.347)  -0.673
C (-2.677, 1.029, -1.454)  -0.090
N (-3.162, 2.379, -0.980)  -0.868
B (-2.490, 1.066, -3.120)  1.074
C (-3.081, -0.202, -4.046)  -1.022
O (-1.858, 2.189, -3.847)  -0.911
H (7.975, -1.819, -1.034)  0.209
H (6.777, -2.633, 0.188)  0.211
H (8.588, -2.119, 0.723)  0.214
H (7.777, 0.436, -0.022)  0.206
H (7.393, -0.282, 1.746)  0.206
H (5.200, -0.830, -0.541)  0.209
H (4.915, -0.497, 1.318)  0.211
H (6.259, 1.999, 0.073)  0.211
H (4.784, 1.599, -1.034)  0.214
H (4.630, 1.779, 2.241)  0.209
H (4.490, 3.375, 1.217)  0.214
H (2.097, 2.775, 1.694)  0.211
H (2.426, 0.916, 1.608)  0.207
H (2.180, 0.778, -0.840)  0.195
H (2.729, 2.610, -1.118)  0.214
H (0.162, 2.481, -1.687)  0.203
H (0.485, 3.494, -0.071)  0.220
H (-1.291, 2.152, 0.862)  0.263
H (0.090, 0.900, 1.118)  0.233
H (0.392, -0.106, -1.730)  0.497
H (-3.146, 0.892, 1.291)  0.260
H (-1.819, 0.006, 2.293)  0.229
H (-4.519, -1.745, 1.636)  0.236
H (-3.164, -1.911, 2.944)  0.222
H (-4.243, -0.303, 4.492)  0.199
H (-5.716, -0.982, 3.532)  0.173
H (-5.864, 1.492, 3.617)  0.377
H (-5.563, 1.026, 1.968)  0.359
H (-1.196, -2.061, 1.991)  0.253
H (-0.513, -4.257, 0.831)  0.239
H (-1.301, -2.856, -1.914)  0.235
H (-2.003, -4.644, -1.694)  0.254
H (-0.115, -4.265, -1.516)  0.226
H (-4.546, 0.332, -0.524)  0.375
H (-2.830, 3.153, -1.595)  0.365
H (-4.225, 2.439, -1.003)  0.378
H (-2.797, -1.235, -3.545)  0.249
H (-2.515, -0.143, -5.069)  0.232
H (-4.240, -0.091, -4.237)  0.256
H (-1.403, 2.830, -3.222)  0.477

Molar mass ... 452.28 g mol⁻¹
Kohn-Sham gap ... 9.58 eV
E_LUMO ... 0.46 eV
F_max ... 0.1511 hartree/bohr
Calculated total energy ... -57714.9018 eV

Which of these has the highest F_max?
C20H40BCl2N3O3

Among the records above, which one has the lowest molar mass?
C6H11N

What is the F_max in the second record?
0.0136 hartree/bohr